[1]
This record from the Open Molecules 2025 dataset describes a cluster of 2 separate species, C5H13N2 in total. The level of theory is ωB97M-V/def2-TZVPD.

Its LUMO energy is -4.1680 eV. For the largest force on an atom, the calculation gives 5.2 eV/A. The calculation puts the energy relative to the best compared isomer or geometry (same formula, charge and spin) at 121.8 kcal/mol.

The geometry in ORCA input format:
```
! RIJCOSX wB97M-V def2-TZVPD def2/J DEFGRID3
* xyz 1 1
C 0.055 0.384 -1.074
C -0.107 -1.060 -0.657
C 0.037 -1.575 0.794
C -0.949 -2.009 -1.512
C -0.174 2.420 1.626
N 0.978 -0.409 -1.478
N 0.697 1.809 0.629
H -0.739 0.970 -1.537
H 0.510 -2.499 0.946
H -0.965 -1.640 1.169
H 0.477 -0.636 1.380
H -1.024 -2.871 -0.953
H -0.294 -2.206 -2.360
H -1.835 -1.778 -1.992
H 0.454 2.993 2.383
H -0.835 3.182 1.002
H -0.808 1.782 2.121
H 1.827 -0.581 -1.877
H 1.365 1.209 1.042
H 1.331 2.513 0.348
*
```

These are the natural (NBO) partial charges, in e, on atoms 1 to 8: atom 1 (C): 0.294, atom 2 (C): 0.128, atom 3 (C): -0.616, atom 4 (C): -0.643, atom 5 (C): -0.421, atom 6 (N): -0.495, atom 7 (N): -0.735, atom 8 (H): 0.253

---

[2]
This record from the Open Molecules 2025 dataset describes the ion C5H13N2 with charge +1. The level of theory is ωB97M-V/def2-TZVPD.

Its LUMO energy is -3.1730 eV. For the largest force on an atom, the calculation gives 5.2 eV/A. The calculation puts the energy relative to the best compared isomer or geometry (same formula, charge and spin) at 95.1 kcal/mol.

The geometry in ORCA input format:
```
! RIJCOSX wB97M-V def2-TZVPD def2/J DEFGRID3
* xyz 1 1
C -0.590 -0.729 -0.297
C 1.250 -0.117 0.489
C -0.916 0.710 0.386
C -1.066 -1.993 0.269
C 2.306 -0.017 -0.527
N -1.554 1.634 -0.571
N 0.550 1.161 0.623
H -0.615 -0.532 -1.403
H 1.239 -0.815 1.321
H -1.441 0.762 1.341
H -1.015 -1.892 1.382
H -0.586 -2.855 -0.231
H -2.171 -2.200 0.049
H 3.169 0.517 -0.137
H 1.870 0.644 -1.407
H 2.542 -0.999 -0.796
H -2.269 2.320 -0.352
H -1.969 1.005 -1.224
H 0.623 1.798 1.399
H 0.643 1.598 -0.315
*
```

These are the natural (NBO) partial charges, in e, on atoms 1 to 8: atom 1 (C): -0.142, atom 2 (C): -0.011, atom 3 (C): 0.100, atom 4 (C): -0.686, atom 5 (C): -0.638, atom 6 (N): -0.857, atom 7 (N): -0.575, atom 8 (H): 0.219

---

[3]
This record from the Open Molecules 2025 dataset describes the ion C5H13N2 with charge +1. The level of theory is ωB97M-V/def2-TZVPD.

Its LUMO energy is -7.7726 eV. For the largest force on an atom, the calculation gives 6.1 eV/A. The calculation puts the energy relative to the best compared isomer or geometry (same formula, charge and spin) at 134.7 kcal/mol.

The geometry in ORCA input format:
```
! RIJCOSX wB97M-V def2-TZVPD def2/J DEFGRID3
* xyz 1 1
C -2.389 1.186 -0.619
C -1.375 0.271 0.171
C -0.042 -0.006 -0.655
C 0.871 -0.953 0.116
C 2.146 -0.318 0.613
N 2.825 0.630 -0.285
N -2.138 -0.969 0.742
H -2.557 0.567 -1.543
H -3.282 1.335 -0.029
H -1.954 2.161 -0.944
H -0.979 0.718 1.154
H -0.242 -0.474 -1.602
H 0.390 0.982 -0.888
H 1.095 -1.961 -0.352
H 1.955 0.271 1.555
H 2.956 1.586 -0.061
H 3.434 0.190 -0.988
H -1.940 -1.270 1.672
H 2.909 -1.019 0.882
H -1.856 -1.797 0.189
*
```

These are the natural (NBO) partial charges, in e, on atoms 1 to 8: atom 1 (C): -0.612, atom 2 (C): -0.003, atom 3 (C): -0.564, atom 4 (C): 0.435, atom 5 (C): -0.384, atom 6 (N): -0.790, atom 7 (N): -0.832, atom 8 (H): 0.216

---

[4]
This record from the Open Molecules 2025 dataset describes a cluster of 2 separate species, C5H13N2 in total. The level of theory is ωB97M-V/def2-TZVPD.

Its LUMO energy (alpha / beta) is -4.1650 / -3.8181 eV. For the largest force on an atom, the calculation gives 4.1 eV/A. The calculation puts the energy relative to the best compared isomer or geometry (same formula, charge and spin) at 145.8 kcal/mol.

The geometry in ORCA input format:
```
! RIJCOSX wB97M-V def2-TZVPD def2/J DEFGRID3
* xyz 1 1
C -2.725 0.459 -0.571
C -2.086 0.262 0.510
C 1.206 1.728 0.620
C 1.257 0.516 -0.459
C 0.339 -0.548 -0.001
N 0.815 -1.329 1.103
N 0.120 -1.664 -0.943
H -3.834 0.641 -0.581
H -2.422 0.194 -1.579
H -2.055 0.520 1.585
H 0.101 1.937 0.759
H 1.640 1.247 1.516
H 1.822 2.643 0.360
H 2.287 0.227 -0.456
H 1.029 0.846 -1.479
H 0.195 -2.002 1.502
H 0.941 -0.712 1.877
H 0.336 -2.581 -0.444
H -0.870 -1.604 -1.115
H 0.536 -1.455 -1.839
*
```

These are the natural (NBO) partial charges, in e, on atoms 1 to 8: atom 1 (C): -0.492, atom 2 (C): -0.111, atom 3 (C): -0.588, atom 4 (C): -0.515, atom 5 (C): 0.326, atom 6 (N): -0.851, atom 7 (N): -0.732, atom 8 (H): 0.253

---

[5]
This record from the Open Molecules 2025 dataset describes a cluster of 2 separate species, C5H13N2 in total. The level of theory is ωB97M-V/def2-TZVPD.

Its LUMO energy (alpha / beta) is -3.8151 / -3.8171 eV. For the largest force on an atom, the calculation gives 3.6 eV/A. The calculation puts the energy relative to the best compared isomer or geometry (same formula, charge and spin) at 137.9 kcal/mol.

The geometry in ORCA input format:
```
! RIJCOSX wB97M-V def2-TZVPD def2/J DEFGRID3
* xyz 1 1
C 2.035 -0.115 -0.036
C 1.048 0.753 0.137
C 1.935 -1.434 -0.618
C 0.552 2.009 0.676
C -1.109 -0.554 -0.240
N -1.587 -1.177 0.988
N -2.123 0.563 -0.650
H 2.965 0.106 0.356
H 2.754 -1.990 -0.325
H 1.039 -1.826 -0.265
H 1.969 -1.281 -1.631
H 0.177 2.582 -0.176
H 1.392 2.670 0.923
H -0.173 1.809 1.527
H -0.950 -1.187 -1.111
H -0.867 -1.110 1.691
H -1.741 -2.186 0.750
H -3.021 0.110 -1.125
H -1.789 1.442 -1.183
H -2.506 0.817 0.311
*
```

These are the natural (NBO) partial charges, in e, on atoms 1 to 8: atom 1 (C): -0.245, atom 2 (C): 0.253, atom 3 (C): -0.618, atom 4 (C): -0.739, atom 5 (C): -0.029, atom 6 (N): -0.875, atom 7 (N): -0.773, atom 8 (H): 0.250

---

[6]
This record from the Open Molecules 2025 dataset describes a cluster of 2 separate species, C5H13N2 in total. The level of theory is ωB97M-V/def2-TZVPD.

Its LUMO energy is -5.2641 eV. For the largest force on an atom, the calculation gives 0.3 eV/A. The calculation puts the energy relative to the best compared isomer or geometry (same formula, charge and spin) at 72.7 kcal/mol.

The geometry in ORCA input format:
```
! RIJCOSX wB97M-V def2-TZVPD def2/J DEFGRID3
* xyz 1 1
C 0.209 1.197 -0.121
C -0.059 1.110 -1.410
C 0.506 2.761 1.687
N 0.073 2.464 0.528
H 0.535 0.376 0.499
H -0.381 1.959 -1.998
H 0.049 0.145 -1.882
H 0.329 3.750 2.083
H 1.021 1.997 2.255
H -0.430 3.174 0.000
C 0.317 -2.393 0.881
N 0.222 -1.959 -0.515
C -1.075 -2.280 -1.103
H -0.411 -1.846 1.486
H 0.152 -3.470 0.999
H 1.310 -2.161 1.264
H 0.951 -2.431 -1.034
H -1.422 -3.286 -0.848
H -1.005 -2.202 -2.187
H -1.825 -1.576 -0.737
*
```

These are the natural (NBO) partial charges, in e, on atoms 1 to 8: atom 1 (C): -0.095, atom 2 (C): -0.278, atom 3 (C): 0.108, atom 4 (N): -0.389, atom 5 (H): 0.254, atom 6 (H): 0.213, atom 7 (H): 0.263, atom 8 (H): 0.238

---

[7]
This record from the Open Molecules 2025 dataset describes a structure of composition C5H13N2. The level of theory is ωB97M-V/def2-TZVPD.

Its LUMO energy is -3.2282 eV. For the largest force on an atom, the calculation gives 5.2 eV/A. The calculation puts the energy relative to the best compared isomer or geometry (same formula, charge and spin) at 104.7 kcal/mol.

The geometry in ORCA input format:
```
! RIJCOSX wB97M-V def2-TZVPD def2/J DEFGRID3
* xyz 1 1
C -1.995 -1.315 0.603
C -1.143 -0.772 -0.194
C -0.935 1.937 0.210
C 1.128 0.865 -0.434
C 1.631 -0.578 -0.783
N -0.104 0.749 0.351
N 1.278 -1.424 0.399
H -2.559 -2.092 0.171
H -2.104 -1.145 1.623
H -0.855 -0.962 -1.239
H -1.984 1.974 0.636
H -0.348 2.846 0.527
H -1.243 2.026 -0.885
H 1.797 1.287 0.301
H 0.853 1.560 -1.169
H 2.733 -0.461 -0.854
H 1.254 -1.088 -1.644
H -0.010 0.471 1.324
H 1.929 -1.701 1.082
H 0.678 -2.178 -0.024
*
```

These are the natural (NBO) partial charges, in e, on atoms 1 to 8: atom 1 (C): -0.431, atom 2 (C): 0.076, atom 3 (C): -0.463, atom 4 (C): -0.233, atom 5 (C): -0.242, atom 6 (N): -0.399, atom 7 (N): -0.880, atom 8 (H): 0.264

---

[8]
This record from the Open Molecules 2025 dataset describes the ion C5H13N2 with charge +1. The level of theory is ωB97M-V/def2-TZVPD.

Its LUMO energy is -3.2344 eV. For the largest force on an atom, the calculation gives 1.9 eV/A. As for the SMILES: C=C(N)C[C@H](C)[NH3+]. The calculation puts the energy relative to the best compared isomer or geometry (same formula, charge and spin) at 51.8 kcal/mol.

The geometry in ORCA input format:
```
! RIJCOSX wB97M-V def2-TZVPD def2/J DEFGRID3
* xyz 1 1
C 2.568 0.757 -0.178
C 1.440 0.086 -0.486
N 1.470 -1.318 -0.598
C 0.050 0.737 -0.526
C -1.072 -0.166 -0.083
C -2.463 0.425 -0.089
N -0.692 -0.574 1.392
H 2.650 1.589 0.531
H 3.481 0.582 -0.735
H 1.026 -1.675 -1.438
H 2.334 -1.780 -0.366
H -0.101 0.974 -1.591
H 0.219 1.675 0.012
H -1.003 -1.122 -0.593
H -2.415 1.436 0.307
H -3.194 -0.109 0.526
H -2.790 0.556 -1.117
H -0.165 0.127 1.920
H -1.436 -0.986 1.947
H 0.091 -1.214 1.165
*
```

These are the natural (NBO) partial charges, in e, on atoms 1 to 8: atom 1 (C): -0.481, atom 2 (C): 0.165, atom 3 (N): -0.857, atom 4 (C): -0.503, atom 5 (C): -0.004, atom 6 (C): -0.640, atom 7 (N): -0.719, atom 8 (H): 0.217

---

[9]
This record from the Open Molecules 2025 dataset describes a cluster of 2 separate species, C5H13N2 in total. The level of theory is ωB97M-V/def2-TZVPD.

Its LUMO energy is -4.9744 eV. For the largest force on an atom, the calculation gives 2.5 eV/A. The calculation puts the energy relative to the best compared isomer or geometry (same formula, charge and spin) at 79.0 kcal/mol.

The geometry in ORCA input format:
```
! RIJCOSX wB97M-V def2-TZVPD def2/J DEFGRID3
* xyz 1 1
C 0.953 0.085 -1.719
C 0.298 -0.518 -2.712
C 0.910 1.926 -0.176
N 0.439 1.310 -1.181
H 1.818 -0.338 -1.265
H -0.577 -0.132 -3.263
H 0.720 -1.409 -3.109
H 0.391 2.879 0.104
H 1.782 1.620 0.311
H -0.445 1.675 -1.594
C -1.319 0.124 0.908
N -0.053 -0.178 1.579
C 0.025 -1.635 1.820
H -1.290 -0.340 -0.092
H -2.222 -0.334 1.425
H -1.425 1.216 0.798
H -0.126 0.259 2.509
H -0.835 -2.124 2.408
H 0.965 -1.893 2.411
H -0.008 -2.194 0.837
*
```

These are the natural (NBO) partial charges, in e, on atoms 1 to 8: atom 1 (C): -0.078, atom 2 (C): -0.304, atom 3 (C): 0.136, atom 4 (N): -0.422, atom 5 (H): 0.245, atom 6 (H): 0.227, atom 7 (H): 0.240, atom 8 (H): 0.236

---

[10]
This record from the Open Molecules 2025 dataset describes the ion C5H13N2 with charge +1. The level of theory is ωB97M-V/def2-TZVPD.

Its LUMO energy is -3.5746 eV. For the largest force on an atom, the calculation gives 1.7 eV/A. As for the SMILES: CN/C=C/CC[NH3+]. The calculation puts the energy relative to the best compared isomer or geometry (same formula, charge and spin) at 52.4 kcal/mol.

The geometry in ORCA input format:
```
! RIJCOSX wB97M-V def2-TZVPD def2/J DEFGRID3
* xyz 1 1
C -0.366 2.949 -1.988
N 0.398 1.704 -1.804
C -0.092 0.673 -1.099
C 0.549 -0.482 -0.815
C 0.004 -1.529 0.126
C 0.084 -0.954 1.563
N -0.103 -2.059 2.581
H -1.337 2.698 -2.415
H -0.485 3.478 -1.044
H 0.181 3.597 -2.666
H 1.182 1.630 -2.439
H -1.059 0.900 -0.657
H 1.569 -0.660 -1.126
H 0.604 -2.440 0.127
H -1.035 -1.722 -0.149
H 1.066 -0.497 1.689
H -0.574 -0.106 1.738
H 0.217 -2.891 2.092
H -1.082 -2.278 2.762
H 0.280 -2.011 3.526
*
```

These are the natural (NBO) partial charges, in e, on atoms 1 to 8: atom 1 (C): -0.408, atom 2 (N): -0.588, atom 3 (C): 0.063, atom 4 (C): -0.374, atom 5 (C): -0.433, atom 6 (C): -0.235, atom 7 (N): -0.678, atom 8 (H): 0.197

---

[11]
This record from the Open Molecules 2025 dataset describes the ion C5H13N2O with charge -1. The level of theory is ωB97M-V/def2-TZVPD.

Its LUMO energy is 4.2389 eV. For the largest force on an atom, the calculation gives 3.4 eV/A. As for the SMILES: CNCCNCC[O-]. The calculation puts the energy relative to the best compared isomer or geometry (same formula, charge and spin) at 57.6 kcal/mol.

The geometry in ORCA input format:
```
! RIJCOSX wB97M-V def2-TZVPD def2/J DEFGRID3
* xyz -1 1
C -1.188 -1.093 2.078
N -0.392 -1.332 0.873
C -1.286 -1.127 -0.307
C -0.551 -0.299 -1.292
N -0.351 1.139 -0.983
C 1.015 1.640 -1.104
C 2.045 0.890 -0.156
O 1.650 0.437 1.022
H -0.421 -1.051 2.886
H -1.851 -1.868 2.493
H -1.996 -0.201 1.921
H 0.539 -0.578 0.823
H -1.310 -2.138 -0.809
H -2.259 -0.679 -0.090
H 0.432 -0.866 -1.425
H -0.940 -0.361 -2.231
H -0.489 1.230 0.084
H 0.892 2.611 -0.770
H 1.231 1.689 -2.236
H 2.563 0.061 -0.757
H 2.667 1.896 -0.021
*
```

These are the natural (NBO) partial charges, in e, on atoms 1 to 8: atom 1 (C): -0.412, atom 2 (N): -0.727, atom 3 (C): -0.239, atom 4 (C): -0.229, atom 5 (N): -0.656, atom 6 (C): -0.246, atom 7 (C): -0.028, atom 8 (O): -0.891

---

[12]
This record from the Open Molecules 2025 dataset describes a cluster of 2 separate species, C5H13N2O in total. The level of theory is ωB97M-V/def2-TZVPD.

Its LUMO energy is 4.1383 eV. For the largest force on an atom, the calculation gives 0.2 eV/A. The calculation puts the energy relative to the best compared isomer or geometry (same formula, charge and spin) at 22.8 kcal/mol.

The geometry in ORCA input format:
```
! RIJCOSX wB97M-V def2-TZVPD def2/J DEFGRID3
* xyz -1 1
C 0.426 -0.260 -1.824
O 0.102 -0.058 -0.534
C 0.203 0.986 -2.702
N 0.562 0.730 -4.109
H 1.494 -0.553 -1.977
H -0.178 -1.079 -2.301
H -0.835 1.318 -2.571
H 0.853 1.776 -2.320
H -0.007 -0.037 -4.455
H 0.330 1.529 -4.688
C -1.983 0.651 2.764
C -0.839 -0.033 2.956
N 0.163 -0.241 2.072
C 1.107 -1.308 2.283
H -2.214 1.078 1.798
H -2.662 0.790 3.592
H -0.651 -0.458 3.942
H 0.029 -0.042 1.054
H 2.122 -0.988 2.036
H 1.099 -1.625 3.331
H 0.881 -2.177 1.656
*
```

These are the natural (NBO) partial charges, in e, on atoms 1 to 8: atom 1 (C): 0.001, atom 2 (O): -0.982, atom 3 (C): -0.239, atom 4 (N): -0.853, atom 5 (H): 0.090, atom 6 (H): 0.066, atom 7 (H): 0.146, atom 8 (H): 0.166

---

> Which value of energy relative to the best compared isomer or geometry (same formula, charge and spin) does entry 2 give?

95.1 kcal/mol

---

> Look up the energy relative to the best compared isomer or geometry (same formula, charge and spin) of the first one.

121.8 kcal/mol